Record 1
The following is a quantum chemistry calculation of a structure of composition C31H53AlFN3O4SSb, from the Open Molecules 2025 dataset.

Its net charge is +3. The frontier orbital gap is 8.38 eV. Its maximum force is 0.01222 hartree/bohr. Its multiplicity is 1. The value obtained for the LUMO energy is -7.5 eV.

Positions of all 95 atoms, in Å:
C  -0.11932  -0.98487  4.83927
C  -2.11223  0.32488  -1.77494
N  -5.08964  7.94042  -5.17349
H  -5.96191  6.08935  -5.69091
C  -4.03647  3.78653  -3.17094
Al  0.41457  0.37158  0.05561
O  -0.52696  -0.95967  -0.53891
C  -2.41950  5.13352  -2.06211
C  -3.22162  0.28822  -2.58933
H  -0.25118  -1.78791  4.11521
C  -4.58786  8.57116  -3.90001
H  4.17691  -2.68224  2.88383
H  -1.04740  -2.10557  6.43932
C  -5.08687  1.17420  -3.85658
H  3.33636  -0.39311  -4.60894
H  3.06246  -3.82709  -3.16881
H  1.40117  -2.46328  -1.89596
H  3.30735  0.96621  3.24800
H  4.60202  1.44897  -1.40239
S  1.00119  1.13469  3.17515
H  3.03178  2.81263  -2.64288
Sb  2.54987  -0.17566  -1.45034
C  2.16993  0.91298  -3.27599
C  -2.25047  2.74546  -1.89982
C  -3.58970  5.06351  -2.86179
H  4.83772  -1.11585  3.36089
H  -4.29446  7.58642  -5.70195
C  -1.15081  -1.13086  5.96282
C  3.96544  -1.76996  3.44154
H  3.04156  1.22936  -5.22551
C  -6.05314  6.80385  -4.87937
H  -5.02915  0.16968  -4.26304
H  -0.90634  4.15793  -0.96914
H  -5.03837  1.85287  -4.70342
H  0.88325  -1.08139  5.25728
H  -6.41056  2.33173  -2.56482
H  -3.68122  7.87819  -2.10719
H  -5.46492  8.88280  -3.34096
C  2.06183  2.40357  -2.93843
C  -1.53096  -1.01143  -1.39843
H  -2.17378  -1.05232  5.58474
H  -6.11881  5.19700  -3.48798
C  3.25955  0.65343  -4.32005
H  2.79147  -0.95423  1.82510
H  2.41748  -2.69338  0.36984
C  -3.71661  7.56424  -3.14915
N  -3.85813  1.36582  -3.03738
H  -6.19596  6.75272  -2.71775
C  2.52509  0.26950  3.55886
H  -1.00846  -0.36479  6.72919
C  -1.59282  1.57369  -1.39708
H  -4.90570  3.67496  -3.80227
H  4.27353  -2.55948  -3.00808
H  -6.42324  0.58961  -2.25890
C  2.96797  -3.00216  -0.52195
H  4.03327  -2.83566  -0.34895
H  -5.54057  8.63461  -5.76626
C  -0.31246  0.36910  4.15620
H  5.72476  0.94015  0.79176
N  -4.25721  6.20064  -3.33027
H  -2.70461  7.60410  -3.54090
H  5.60683  -1.44944  -1.15355
C  4.72707  0.55728  0.55983
C  4.55065  0.45246  -0.96005
H  -0.53648  1.15126  4.88741
H  4.00016  1.23814  1.01109
H  2.80046  -2.27826  -3.95394
C  -1.77871  4.03242  -1.59905
H  1.34835  2.61765  -2.14125
C  -5.70772  6.19677  -3.52287
H  -7.06050  7.21213  -4.88048
H  5.46234  -0.57111  -2.68169
F  -1.93483  6.33575  -1.71382
C  5.60171  -0.45497  -1.60620
H  6.59478  -0.02285  -1.45067
C  3.19991  -2.74723  -3.05516
H  -7.22565  1.23381  -3.69263
H  3.84711  -2.04288  4.49379
H  1.74422  2.95534  -3.82873
O  -1.93579  -2.02544  -1.89488
O  -0.56195  1.72212  -0.62167
C  -3.39068  2.63538  -2.70496
C  2.47563  -2.29957  -1.78836
H  4.23900  0.98225  -3.96151
H  -4.01117  9.45571  -4.15036
C  -6.35831  1.34928  -3.04094
H  -1.14100  0.34613  3.44402
H  -3.61345  -0.67852  -2.88550
H  1.83485  -1.72590  3.07150
O  0.67885  0.69360  1.72929
H  2.82134  -4.08033  -0.63211
H  4.63564  -0.42318  1.04151
C  2.70380  -1.09377  2.90045
H  1.20938  0.54075  -3.63865
H  2.54860  0.22512  4.65236

***

Record 2
The following is a quantum chemistry calculation of a structure of composition C31H53Br3O18S2 in a non-equilibrium geometry, from the Open Molecules 2025 dataset.

The frontier orbital gap is 9.07 eV. Its maximum force is 0.14235 hartree/bohr. Its multiplicity is 1. The value obtained for the LUMO energy is -0.5 eV.

Positions of all 107 atoms, in Å:
O  5.26703  -6.46343  3.83581
O  5.12651  -3.96109  3.74724
C  -7.87947  -3.34765  -5.56790
C  6.17934  3.48418  -0.99737
S  -1.01796  0.92959  -0.91601
C  1.87176  -5.60725  -5.29322
C  6.47450  2.28751  0.97042
H  -8.45400  -4.99361  -7.78596
C  -5.07972  9.85692  -3.95378
O  -0.14217  1.50694  7.39194
H  1.31692  -0.01020  7.60942
C  -3.69257  -6.27063  2.18736
H  9.91932  -5.13870  2.91743
C  -4.33375  7.77657  -3.56173
H  1.22158  -4.86634  -3.35923
H  -7.22501  -2.74064  -8.49714
Br  -4.81588  -4.79860  2.78930
C  9.56254  -6.15687  3.07275
O  -1.66229  2.22653  -1.16930
C  5.44604  -5.28796  1.30277
H  -4.26189  9.82208  -5.99505
C  -7.45599  -4.75191  -7.42037
C  -3.47333  -0.23450  -0.84780
H  -1.71190  0.42534  1.42912
H  6.91471  1.54780  1.63911
O  -4.68845  9.01739  -3.08529
H  0.29239  -4.09264  -4.63812
H  2.21115  -7.49430  -4.40571
H  -4.06185  -6.46869  1.18113
H  0.15770  6.88345  5.72248
C  -0.20877  7.28685  2.45244
H  -4.62493  7.11869  -5.61612
H  5.70814  1.36400  -0.96187
H  9.64051  -6.21154  4.15859
S  5.64305  -5.19572  3.16905
H  -5.08704  7.07931  -3.19502
O  5.55034  3.82127  -1.96535
H  1.95095  -7.52370  -6.11179
H  8.18514  3.65338  1.16712
H  -0.02805  0.03592  1.27139
H  -0.13018  8.07290  1.70141
H  -3.60322  0.14604  0.16532
H  -1.08516  -0.98441  8.64116
H  -1.34462  0.77250  10.41122
H  5.47580  2.50616  1.34845
O  -1.29440  -6.06493  -3.68292
C  -7.56078  -4.80564  -5.83827
C  7.10456  3.64809  1.02416
H  6.70044  4.04373  1.95596
H  0.41077  1.10622  10.47264
H  4.38538  -5.12529  1.11134
C  -0.78928  0.74406  0.94404
H  0.30530  8.74186  3.95931
O  1.16735  6.83099  2.61442
H  2.88922  -5.51280  -4.91381
C  8.05486  -6.19163  2.66361
H  7.96366  -6.06754  1.58455
H  -5.32178  0.75958  -1.51142
H  -8.42094  -5.38829  -5.50851
H  5.74018  -6.31022  1.06491
C  -4.89659  9.26864  -5.30298
H  -5.83772  -3.53049  -7.44162
H  1.79721  -5.13328  -6.27195
O  7.35151  -5.09311  3.19501
C  -0.01150  6.74625  4.65448
C  0.79040  -5.01804  -4.34876
C  -4.18767  7.97410  -5.10116
Br  -3.95728  -7.88981  3.38044
H  -0.72562  5.93212  4.53073
O  -2.14367  -0.24140  -1.27768
H  -0.95821  6.53004  2.22074
Br  -1.78023  -5.72311  2.22921
C  0.24575  0.15508  7.49376
H  9.95317  -6.98561  2.48224
H  7.48234  1.80133  -0.70116
H  -5.84256  9.04686  -5.79700
O  2.11298  5.68310  4.40846
H  -0.75829  1.73155  1.40446
O  6.84095  4.34975  -0.13987
C  6.43740  2.00672  -0.46873
C  -0.55480  1.87878  8.66419
C  -0.20101  -6.09374  -4.23825
C  -0.43450  0.88301  9.82166
C  1.16851  6.30217  3.83431
O  0.26573  -7.22498  -4.83355
O  0.24168  0.61696  -1.54562
C  -6.88795  -3.30664  -7.62873
O  -7.52749  -2.55881  -6.64793
C  -4.28908  0.60390  -1.82351
H  7.54974  -7.12448  2.91408
H  -3.73207  -1.29319  -0.82991
O  -8.34393  -2.90617  -4.55648
H  0.56360  -1.04952  9.18043
H  -4.24022  0.18745  -2.82964
H  -3.43578  7.34269  -3.12186
C  -0.22399  -0.35947  8.87774
H  6.02503  -4.46761  0.87862
C  1.59404  -7.05992  -5.19221
H  -0.12724  -0.49313  6.70078
O  -5.47059  10.98502  -3.67807
H  -6.67358  -5.20124  -5.34383
O  -1.05642  3.04475  8.83385
H  -3.73636  1.53134  -1.97335
H  -6.87454  -5.50948  -7.94584
H  -3.13408  7.98401  -5.38032
C  -0.39270  7.92552  3.77359
H  -1.36577  8.32276  4.06243

***

Record 3
The following is a quantum chemistry calculation of a structure of composition C31H54Cl2O2P2Si2Sn in a non-equilibrium geometry, from the Open Molecules 2025 dataset.

The frontier orbital gap (alpha / beta) is 5.46 / 5.46 eV. Its maximum force is 0.07493 hartree/bohr. Its multiplicity is 1. The value obtained for the LUMO energy (alpha / beta) is -1.3 / -1.3 eV.

Positions of all 94 atoms, in Å:
H  2.80273  4.45878  0.71854
H  4.15771  2.69307  -1.31498
C  -1.46382  -0.02334  2.36066
C  3.60536  -0.46177  5.93204
H  -2.93388  -1.36384  -0.29944
H  3.33335  -1.90308  -0.02866
H  3.33040  -1.81602  4.22067
H  -1.03610  -0.02967  3.37909
H  -1.74595  -3.38046  -0.89219
H  0.26921  -4.52392  1.20951
H  -0.62065  -5.58500  -0.42255
H  3.54375  4.96026  -0.80817
Si  -1.34477  2.83404  2.21856
H  -1.71089  -3.51538  -3.37404
C  -2.38184  0.70128  0.42798
C  0.22675  3.42773  1.29732
C  2.90635  1.84961  5.53323
H  1.08984  -3.05424  1.84708
C  -0.97935  -2.81665  4.00737
H  2.92480  -1.41349  -1.71152
H  -2.92706  1.36250  -0.28461
H  0.06444  0.03503  -5.92200
H  -1.74422  3.63892  -3.33184
H  -2.95678  4.09414  0.77618
C  -0.80692  -3.60645  -1.40066
C  2.21095  -0.21564  2.38398
C  2.09649  -3.34958  -1.09875
C  -0.89516  -3.03022  -2.82604
H  2.08051  2.27658  3.58244
C  -0.65104  -5.13462  -1.42352
H  -3.65243  3.64642  2.35356
O  1.63623  0.69422  1.67067
C  -1.01302  2.74994  4.05278
H  0.03569  -3.19731  -3.38620
C  -2.74493  4.00206  1.85136
C  -1.77722  1.14267  1.62277
C  2.48000  1.48001  4.23747
H  -0.65620  5.61504  -0.32738
H  2.79693  2.87597  5.90465
C  3.47326  0.86965  6.35477
H  -1.51921  5.65462  -1.85554
H  1.93364  3.58117  -2.09035
C  2.09201  3.36907  -1.03744
C  -0.67662  5.19499  -1.34274
H  2.82926  -4.44361  0.65300
C  3.17888  -0.80928  4.62817
Cl  1.27266  0.04566  -3.31967
C  0.23770  -3.42635  1.24077
C  3.20119  -2.25982  -1.06463
H  -0.07571  -2.21519  4.21046
Si  -1.34670  -2.87513  2.17591
H  -2.97015  -4.08914  0.69791
H  0.25704  -5.45254  -1.95355
C  3.19815  2.28230  -0.94847
H  -1.87874  2.31021  4.56614
H  0.19644  4.52532  1.28249
H  -2.48060  4.98764  2.24804
H  -0.80799  -3.85087  4.35096
H  -1.77196  3.41946  -0.86603
H  4.16063  -2.67893  -1.42683
P  0.47154  2.80298  -0.39714
C  2.62327  -4.62498  -0.40963
H  1.09844  3.10648  1.90408
C  -2.37888  -0.71362  0.41636
H  4.04071  -1.22710  6.57769
Sn  0.22759  0.11990  -0.74077
H  -2.46521  -5.05324  2.11669
H  -3.64541  -3.72315  2.30924
H  1.66487  -0.88194  -5.79263
H  -1.09509  2.05450  -2.86008
P  0.49351  -2.73268  -0.42692
H  -0.11812  2.14687  4.27889
C  -0.92314  3.13051  -2.81245
H  1.92794  -5.45706  -0.49323
C  -2.74262  -4.04872  1.77630
H  3.55930  -4.91969  -0.88858
H  -1.49995  -5.57740  -1.93944
H  -0.84964  3.78124  4.40846
H  -1.06721  -1.95413  -2.83311
C  1.10595  0.03631  -5.46004
C  2.60845  0.16398  3.79768
C  -0.83179  3.66207  -1.36535
H  1.90476  5.47985  -0.41600
H  1.65868  0.96191  -5.78104
H  0.23945  5.52347  -1.85404
C  2.60367  4.64954  -0.34397
H  3.33501  1.95370  0.09136
H  -1.83067  -2.37773  4.54664
H  2.94342  1.40786  -1.56479
O  2.41608  -1.39580  2.04167
H  0.00585  3.32355  -3.37237
Cl  3.95288  1.26996  7.92384
C  -1.76604  -1.17276  1.59726
H  1.89906  -3.57182  -2.14282

***

> Which of these has the lowest maximum force?

C31H53AlFN3O4SSb

***

> Which of these has the lowest maximum force?

C31H53AlFN3O4SSb